The following is a DFT calculation (the ωB97M-V functional and the def2-TZVPD basis) of a structure of composition C3H5FO2 in a non-equilibrium geometry.

Computed properties:
**ΔE to the lowest compared entry with this formula, charge and spin**: 6.002 eV
**Gap between HOMO and LUMO**: 0.350 Ha

```
11
Properties=species:S:1:pos:R:3:nbo_charge:R:1
H 0.37884 0.25673 1.75548 0.2670
C -0.76777 -0.76078 0.30751 0.5029
H -1.19176 0.75382 1.99253 0.2567
C -0.64549 -0.16545 1.64703 -0.7333
O 1.70962 -1.29302 -0.45692 -0.1797
H 0.15142 -2.46474 1.05275 0.1873
F 2.68652 -1.33712 0.47907 -0.1460
H -0.77142 -1.04855 2.29288 0.2278
O -1.38422 -0.39281 -0.68483 -0.4872
C 0.03880 -2.00447 0.11632 -0.1287
H -0.27839 -2.68933 -0.70539 0.2334
```

---

The following is a DFT calculation (the ωB97M-V functional and the def2-TZVPD basis) of a cluster of 2 separate species, C3H5FO2P in total in a non-equilibrium geometry.

Computed properties:
**ΔE to the lowest compared entry with this formula, charge and spin**: 3.478 eV
**Charge**: -1
**Gap between HOMO and LUMO**: 0.272 Ha

```
12
Properties=species:S:1:pos:R:3:nbo_charge:R:1
H 0.41115 -1.10500 -1.81226 0.2220
P -1.26322 1.27658 0.67809 0.1812
O 1.81387 -1.33983 0.38935 -0.6959
C 0.02647 0.46549 -0.32666 -0.1172
H -0.80033 -1.38443 -0.50221 0.2126
C 1.41549 -0.37279 0.95019 0.9033
C -0.47588 -0.70637 -1.26896 -0.6828
H -1.31363 -0.40550 -1.91011 0.1769
O 1.44492 0.28265 1.95947 -0.7063
F 0.50365 1.58808 -1.13913 -0.4577
H -1.42966 0.08736 1.41169 -0.0423
H -0.33283 1.61375 1.57054 0.0062
```

---

The following is a DFT calculation (the ωB97M-V functional and the def2-TZVPD basis) of a structure of composition C3H5FOS in a non-equilibrium geometry.

Computed properties:
**ΔE to the lowest compared entry with this formula, charge and spin**: 4.171 eV
**Gap between HOMO and LUMO**: 0.366 Ha

```
11
Properties=species:S:1:pos:R:3:nbo_charge:R:1
H 3.07618 -0.89617 -0.76454 0.2406
S 0.50472 -1.27765 -0.20949 0.2993
H -2.76405 1.09028 -0.21053 0.2292
C -0.45943 0.17155 -0.26394 0.2877
F -2.63127 -1.07034 -0.33756 -0.3728
H 2.16396 -0.23876 1.22474 0.2452
O 0.10834 1.25777 -0.42124 -0.5595
C -1.89157 0.11809 0.11755 -0.0471
C 1.97373 -0.33707 -0.00971 -0.8834
H -1.88639 0.31549 1.40261 0.2275
H 1.80577 0.86681 -0.52789 0.3335
```

---

The following is a DFT calculation (the ωB97M-V functional and the def2-TZVPD basis) of an isolated molecule of C3H5FOS in a non-equilibrium geometry.

Computed properties:
**ΔE to the lowest compared entry with this formula, charge and spin**: 0.031 eV
**Gap between HOMO and LUMO**: 0.390 Ha

```
11
Properties=species:S:1:pos:R:3:nbo_charge:R:1
H -0.07392 -0.33031 1.70812 0.2479
C 0.05821 0.16694 0.73087 -0.5550
O -2.18374 -0.43089 0.42813 -0.5387
H 2.03040 -0.78852 0.34869 0.1744
H 0.59738 1.13902 0.89494 0.2320
H -0.32013 1.79476 -1.49222 0.1348
F 1.07830 -0.42717 -1.35511 -0.3678
H 0.66907 -1.88636 0.09722 0.1731
S -1.59691 1.31380 -1.38881 -0.0123
C -1.27420 0.25671 0.05407 0.4440
C 1.01553 -0.80797 -0.02589 0.0677
```

---

The following is a DFT calculation (the ωB97M-V functional and the def2-TZVPD basis) of an isolated molecule of C3H5FS in a non-equilibrium geometry.

Computed properties:
**ΔE to the lowest compared entry with this formula, charge and spin**: 2.395 eV
**Gap between HOMO and LUMO**: 0.360 Ha

```
10
Properties=species:S:1:pos:R:3:nbo_charge:R:1
H -1.07396 -1.81422 -0.10223 0.1782
H 2.48711 2.02650 -0.39164 0.1462
H -0.97655 1.35255 -0.02126 0.2402
H 1.15661 0.14177 1.42959 0.2413
C 0.61808 -0.07303 0.32148 -0.5127
H 0.96250 -1.16547 0.13015 0.2321
C -1.56171 -0.71425 -0.10490 0.2630
F -2.85254 -0.58482 -0.42997 -0.3267
C -0.81274 0.30261 -0.02445 -0.3355
S 2.05319 0.52835 -0.80677 -0.1261
```

---

The following is a DFT calculation (the ωB97M-V functional and the def2-TZVPD basis) of an isolated molecule of C3H5FS in a non-equilibrium geometry.

Computed properties:
**ΔE to the lowest compared entry with this formula, charge and spin**: 1.163 eV
**Gap between HOMO and LUMO**: 0.365 Ha

```
10
Properties=species:S:1:pos:R:3:nbo_charge:R:1
F -0.75630 -1.17000 -1.81923 -0.3870
C -0.16338 0.44673 -0.10345 -0.4155
H 1.73380 1.55699 0.20736 0.2274
C 1.19801 0.70214 0.50335 -0.4561
S -0.29799 1.02323 1.51015 0.1432
H -0.21966 -1.61568 0.01088 0.1682
H -0.62398 1.21930 -0.63008 0.2394
C -0.75836 -0.86904 -0.42461 0.0570
H 1.81941 -0.13786 0.95459 0.2399
H -1.93155 -1.15580 -0.20897 0.1834
```

---

The following is a DFT calculation (the ωB97M-V functional and the def2-TZVPD basis) of an isolated molecule of C3H5FS2 in a non-equilibrium geometry.

Computed properties:
**ΔE to the lowest compared entry with this formula, charge and spin**: 1.032 eV
**Gap between HOMO and LUMO**: 0.353 Ha

```
11
Properties=species:S:1:pos:R:3:nbo_charge:R:1
H 2.04891 -1.81047 0.01618 0.1293
S 1.60098 -0.91392 0.84936 0.0176
H 1.22761 1.93742 0.45268 0.1439
H -1.30082 -0.58907 -1.53103 0.1872
C -0.76578 0.64292 0.30867 -0.3963
C -0.52071 -0.21778 -0.91927 0.1861
F 0.50327 0.17211 -1.72785 -0.3419
H -0.80548 -1.48265 0.82239 0.2324
S -0.05977 2.21980 0.75197 0.0176
H -1.81343 0.77022 0.57722 0.2422
C -0.11478 -0.72857 0.39969 -0.4179
```

---

The following is a DFT calculation (the ωB97M-V functional and the def2-TZVPD basis) of a structure of composition C3H5FeO3 in a non-equilibrium geometry.

Computed properties:
**ΔE to the lowest compared entry with this formula, charge and spin**: 0.000 eV
**Charge**: +1
**Multiplicity**: 5
**Gap between HOMO and LUMO (spin up / spin down)**: 0.402 / 0.337 Ha

```
12
Properties=species:S:1:pos:R:3:nbo_charge:R:1
O 0.70139 -0.28570 0.19668 -0.4351
H 1.65210 0.75634 -1.30754 0.2268
H -1.11042 -0.07137 -2.23666 0.2284
C -0.45811 0.13116 0.62830 1.0484
Fe -0.27825 -0.79783 3.33963 1.3496
H -0.50244 1.60083 -1.97723 0.2329
C -0.53739 0.58487 -1.57487 -0.1079
C 0.84455 0.02477 -1.20694 -0.1071
H 1.09658 -0.89912 -1.73461 0.2329
O -0.84591 -0.01897 1.78158 -0.7902
H 0.65646 -1.65643 4.39330 -0.4660
O -1.21857 0.63145 -0.30163 -0.4125
```

---

The following is a DFT calculation (the ωB97M-V functional and the def2-TZVPD basis) of a structure of composition C3H5GaO3 in a non-equilibrium geometry.

Computed properties:
**ΔE to the lowest compared entry with this formula, charge and spin**: 3.423 eV
**Charge**: +1
**Multiplicity**: 2
**Gap between HOMO and LUMO (spin up / spin down)**: 0.241 / 0.315 Ha

```
12
Properties=species:S:1:pos:R:3:mulliken_spin:R:1
H 0.32789 -1.14135 -2.11944 0.0006
H 1.42336 -0.48289 0.80954 0.0274
Ga 0.00946 1.00239 0.99677 0.3915
O -1.19229 -0.59899 -0.92500 0.0236
O -2.93215 0.44919 -0.15110 0.0635
C 0.14710 -0.70200 -1.13474 -0.0168
O 1.67523 1.55653 1.01933 0.0667
C 1.10721 -0.83861 -0.16797 0.0179
H 1.85950 -1.60303 -0.36940 0.0067
H 2.43455 1.15628 1.44316 -0.0009
H -3.27935 0.80145 0.67329 0.0041
C -1.58051 0.40104 -0.07445 0.4158
```

---

The following is a DFT calculation (the ωB97M-V functional and the def2-TZVPD basis) of a structure of composition C3H5HoO4 in a non-equilibrium geometry.

Computed properties:
**ΔE to the lowest compared entry with this formula, charge and spin**: 1.179 eV
**Charge**: +2
**Multiplicity**: 5
**Gap between HOMO and LUMO (spin up / spin down)**: 0.310 / 0.318 Ha

```
13
Properties=species:S:1:pos:R:3:nbo_charge:R:1
O -0.45160 -0.41890 -1.41950 -0.8868
C 0.64952 -0.10741 -0.65963 0.2250
H 1.97936 0.41143 1.41438 0.2403
H 1.68284 -1.25492 1.98088 0.2248
H 1.55211 -0.66127 -0.96415 0.2058
Ho -1.75575 -1.44036 0.12006 2.5391
H 0.66679 0.11125 2.58259 0.2260
O -1.91886 1.91854 -2.31294 -0.3105
C 1.20445 -0.30328 1.72243 -0.2834
O -2.70477 0.33842 -0.84970 -0.7773
H 0.83926 0.97968 -0.63325 0.1980
O 0.27303 -0.52435 0.67455 -0.6888
C -2.01638 0.95118 -1.65573 1.0877
```

---

The following is a DFT calculation (the ωB97M-V functional and the def2-TZVPD basis) of a cluster of 2 separate species, C3H5I in total in a non-equilibrium geometry.

Computed properties:
**ΔE to the lowest compared entry with this formula, charge and spin**: 1.923 eV
**Gap between HOMO and LUMO**: 0.364 Ha

```
9
Properties=species:S:1:pos:R:3:nbo_charge:R:1
H 0.01339 -1.82829 -1.20736 0.2329
C 0.52822 -1.11815 -0.69425 -0.6721
C -0.99828 -0.46073 1.36795 -0.2674
H 1.48262 -1.44617 -0.43067 0.2352
H -1.77934 -0.22951 2.01186 0.2273
I 0.10611 3.11622 0.66275 -0.0974
C -0.28902 -0.70296 0.43373 0.0106
H 0.38135 2.75772 -0.94066 0.0989
H 0.55495 -0.08813 -1.20336 0.2320
```

---

The following is a DFT calculation (the ωB97M-V functional and the def2-TZVPD basis) of a cluster of 2 separate species, C3H5I in total in a non-equilibrium geometry.

Computed properties:
**ΔE to the lowest compared entry with this formula, charge and spin**: 2.704 eV
**Multiplicity**: 3
**Gap between HOMO and LUMO (spin up / spin down)**: 0.263 / 0.237 Ha

```
9
Properties=species:S:1:pos:R:3:nbo_charge:R:1
H -1.65053 -0.30103 1.82410 0.2509
C 1.70283 0.09526 -0.31125 -0.5392
I -3.36296 0.01357 -0.09426 0.1499
C -0.42157 -0.08557 -0.06375 -0.0840
H 1.94392 0.44079 -1.36145 0.1802
H 1.74685 0.94602 0.50835 0.1938
C -1.51247 -0.19882 0.68485 -0.5442
H -0.60576 -0.09022 -1.20862 0.2151
H 2.15968 -0.82000 0.02203 0.1774
```